No. 1
The following is a DFT calculation (ωB97M-V/def2-TZVPD) of one molecule with the formula C21H26N6O3.

As for the LUMO energy: 0.7 eV. As for the total energy: -37282.370 eV. The calculation puts the HOMO-LUMO gap at 8.825 eV.

Geometry as ORCA input:
```
! wB97M-V def2-TZVPD RIJCOSX def2/J DEFGRID3
* xyz 0 1
C 3.194 1.947 1.820
O 2.363 2.500 0.823
C 1.013 2.270 0.847
C 0.243 3.245 0.224
C -1.129 3.135 0.124
C -1.771 2.026 0.652
C -1.012 1.045 1.276
C 0.370 1.141 1.387
O 1.145 0.181 1.981
C 0.523 -0.870 2.683
H -0.005 -1.554 2.015
H -0.165 -0.489 3.445
H 1.335 -1.412 3.164
H -1.516 0.177 1.674
C -3.266 1.889 0.556
N -3.766 2.220 -0.778
H -4.770 2.069 -0.780
C -3.169 1.441 -1.855
C -3.149 -0.050 -1.520
O -4.157 -0.692 -1.317
N -1.888 -0.545 -1.384
C -1.566 -1.770 -0.848
C -2.330 -2.828 -0.429
C -1.401 -3.759 0.101
N -0.174 -3.303 0.016
N -0.253 -2.086 -0.566
C 0.879 -1.332 -0.792
N 2.014 -1.810 -0.315
C 3.111 -1.097 -0.523
C 3.065 0.101 -1.231
C 1.827 0.528 -1.693
N 0.732 -0.192 -1.468
C 1.672 1.790 -2.473
H 0.621 2.040 -2.585
H 2.115 1.667 -3.460
H 2.187 2.601 -1.965
H 3.952 0.687 -1.404
C 4.386 -1.652 0.018
H 4.944 -2.128 -0.787
H 5.004 -0.862 0.439
H 4.164 -2.400 0.773
C -1.702 -5.088 0.691
H -2.189 -5.723 -0.046
H -2.374 -4.980 1.540
H -0.778 -5.556 1.017
H -3.393 -2.917 -0.494
H -1.057 0.025 -1.573
H -2.153 1.809 -2.025
H -3.764 1.605 -2.755
H -3.559 0.877 0.877
H -3.735 2.603 1.243
H -1.709 3.904 -0.361
H 0.759 4.103 -0.178
H 4.153 2.454 1.707
H 3.328 0.872 1.690
H 2.800 2.141 2.821
*
```


No. 2
The following is a DFT calculation (ωB97M-V/def2-TZVPD) of one molecule with the formula C21H26N6O4.

As for the LUMO energy: 0.4 eV. As for the total energy: -39329.434 eV. The calculation puts the HOMO-LUMO gap at 8.768 eV.

Geometry as ORCA input:
```
! wB97M-V def2-TZVPD RIJCOSX def2/J DEFGRID3
* xyz 0 1
C 5.339 2.471 3.551
C 5.789 1.018 3.511
H 6.812 0.933 3.138
H 5.717 0.571 4.509
O 4.998 0.252 2.603
C 3.826 -0.211 3.051
O 3.433 -0.050 4.178
C 3.102 -0.977 1.958
C 1.781 -1.569 2.451
H 1.942 -2.128 3.374
H 1.403 -2.239 1.676
C 0.756 -0.462 2.712
N 0.564 0.340 1.527
C -0.529 0.408 0.744
O -0.548 1.084 -0.274
C -1.766 -0.389 1.149
H -2.013 -0.245 2.201
H -2.578 0.010 0.540
C -1.585 -1.885 0.820
C -0.733 -2.003 -0.388
N 0.507 -2.435 -0.430
N 1.001 -2.252 -1.653
C 0.058 -1.691 -2.381
C 0.012 -1.224 -3.711
C -1.137 -0.636 -4.123
C -2.253 -0.531 -3.224
N -2.224 -0.978 -1.995
N -1.076 -1.524 -1.607
N -3.423 -0.003 -3.684
H -3.328 0.623 -4.469
C -4.463 0.341 -2.737
C -4.022 1.395 -1.765
C -4.315 1.600 -0.450
C -3.583 2.748 -0.058
C -2.899 3.148 -1.161
O -3.165 2.342 -2.201
H -2.210 3.950 -1.328
H -3.563 3.200 0.912
H -4.972 1.013 0.158
H -5.335 0.675 -3.308
H -4.730 -0.559 -2.176
H -1.241 -0.239 -5.121
H 0.881 -1.331 -4.339
H -2.561 -2.338 0.635
H -1.093 -2.422 1.631
C 1.789 0.979 1.087
C 2.838 -0.077 0.744
H 3.761 0.407 0.424
H 2.468 -0.700 -0.071
H 1.551 1.586 0.212
H 2.153 1.630 1.891
H -0.186 -0.895 3.043
H 1.130 0.190 3.509
H 3.774 -1.785 1.650
H 6.005 3.043 4.190
H 5.352 2.896 2.550
H 4.329 2.536 3.950
*
```


No. 3
The following is a DFT calculation (ωB97M-V/def2-TZVPD) of C21H26N8OsSSe as an isolated structure.

As for the LUMO energy (spin up / spin down): -11.7 / -15.6 eV. The expectation value of S² is 6.05. As for the total energy: -112724.096 eV. The calculation puts the HOMO-LUMO gap (spin up / spin down) at 5.888 / 3.950 eV.

Geometry as ORCA input:
```
! wB97M-V def2-TZVPD RIJCOSX def2/J DEFGRID3
* xyz 4 5
Os 0.525 0.382 0.406
C -0.245 2.991 1.722
C 0.545 2.188 2.844
N 0.675 0.723 2.458
C 1.957 0.172 3.148
C 3.100 0.909 2.427
S 2.763 1.059 0.597
C 2.632 2.926 0.262
C 1.243 3.296 -0.307
N 0.116 2.473 0.356
H -0.040 4.035 1.887
H -1.307 2.804 1.951
H 0.015 2.356 3.831
H 1.554 2.574 2.973
H -0.072 0.277 2.984
H 1.992 -0.924 2.941
H 1.955 0.483 4.228
H 4.055 0.269 2.454
H 3.326 1.922 2.818
H 3.384 3.146 -0.486
H 2.831 3.535 1.165
H 1.143 2.988 -1.364
H 0.904 4.332 -0.201
H -0.698 2.718 -0.256
Se -5.078 0.119 -4.850
N -3.275 -0.062 -5.035
C -2.852 -0.036 -3.768
C -1.437 -0.106 -3.426
C -0.463 -0.317 -4.359
C 0.913 -0.296 -3.927
C 1.200 -0.092 -2.585
N 0.239 0.036 -1.642
C -1.071 0.030 -2.049
C -2.034 0.125 -1.037
N -1.530 0.178 0.264
C -2.410 -0.050 1.241
C -3.755 0.074 1.074
C -4.278 0.196 -0.244
C -3.436 0.172 -1.313
C -3.821 0.129 -2.697
N -5.103 0.150 -3.022
H -0.707 -0.454 -5.455
H 1.707 -0.387 -4.630
H 2.227 -0.023 -2.232
H -1.968 -0.428 2.185
H -4.486 0.098 1.904
H -5.327 0.198 -0.383
C 2.613 -4.354 0.481
N 1.215 -3.932 0.770
C 0.205 -5.074 0.857
C 0.816 -2.677 0.792
N 0.819 -1.500 0.586
H 2.603 -4.983 -0.427
H 3.019 -4.932 1.301
H 3.179 -3.423 0.268
H -0.365 -5.050 -0.097
H -0.510 -4.981 1.640
H 0.799 -5.982 0.978
*
```